Formula: C27H18N7O8S2Y
Source: the OMol25 dataset
Level of theory: wB97M-V/def2-TZVPD

For the orbital gap, the calculation gives 0.2535 hartree. The LUMO energy comes out at -0.0483 hartree. The value obtained for the energy above the lowest of the compared OMol25 structures with the same formula, charge and spin is 0.000 eV. Its spin multiplicity is 1.

CARTESIAN COORDINATES (ANGSTROEM)
1 Y 0.78533 -0.86838 -1.53612
2 C -2.00212 -1.23374 2.25333
3 C -1.26559 -1.33643 0.96562
4 N -0.36036 -0.51455 0.59931
5 N -0.13705 0.69257 1.21173
6 C 0.80215 1.33820 0.60349
7 O 1.31661 0.95937 -0.53271
8 C 1.24785 2.73195 1.01048
9 C 0.46172 3.38379 1.95581
10 C 0.65089 4.72943 2.17032
11 C 1.72634 5.36551 1.52513
12 C 2.51307 4.71822 0.58842
13 C 2.28862 3.37485 0.33792
14 C -1.47780 -2.61951 0.15409
15 C -2.59260 -3.44229 0.39720
16 C -2.81446 -4.53644 -0.40932
17 C -1.97920 -4.74997 -1.51213
18 C -0.89098 -3.87992 -1.71293
19 N -0.66362 -2.81447 -0.93309
20 H -1.60343 -0.34042 2.75742
21 H -1.94165 -2.12116 2.90562
22 H -3.08924 -1.04283 2.10656
23 H -0.38976 2.87400 2.43140
24 H 0.03578 5.26884 2.94352
25 H 1.91727 6.39796 1.72910
26 H 3.26347 5.23943 0.04879
27 H 2.81888 2.83730 -0.43528
28 H -3.25815 -3.23990 1.24975
29 H -3.57922 -5.23970 -0.19026
30 H -2.06187 -5.62271 -2.15628
31 H -0.24354 -3.94267 -2.57188
32 S 2.37223 -2.64899 -2.77106
33 C 2.93510 -2.69089 -1.13682
34 N 2.48882 -1.95059 -0.15867
35 C 3.19639 -2.23821 1.01154
36 C 2.96104 -1.58002 2.26210
37 C 3.57298 -2.13173 3.35541
38 C 4.51822 -3.21231 3.21028
39 C 4.79966 -3.75876 1.99977
40 C 4.14967 -3.27785 0.84927
41 S 4.25809 -3.74173 -0.76961
42 H 2.29312 -0.69656 2.26721
43 H 3.31245 -1.85895 4.34165
44 H 5.03000 -3.51024 4.12760
45 H 5.48056 -4.54478 1.95511
46 O -4.32890 4.70221 -1.10069
47 N -3.24776 4.55593 -1.61920
48 O -2.54611 5.47365 -1.92250
49 C -2.77912 3.20322 -1.85940
50 C -1.49978 3.04755 -2.33839
51 C -0.99054 1.81027 -2.61092
52 C -1.74968 0.60222 -2.35973
53 O -1.32415 -0.56939 -2.48484
54 C -3.09024 0.83550 -1.93550
55 C -3.56155 2.07063 -1.67875
56 N -3.89483 -0.27821 -1.52763
57 O -3.99641 -1.22848 -2.25032
58 O -4.44411 -0.18605 -0.37107
59 N 0.32334 1.79113 -3.34369
60 O 1.07815 0.77105 -3.32283
61 O 0.60086 2.76818 -4.00428
62 H -0.82081 3.92054 -2.47862
63 H -4.57400 2.18531 -1.29044

Cartesian forces (eV/Å) of the 6 atoms listed first:
-0.426 -0.225 -0.041
-0.954 1.087 0.543
0.032 -1.623 0.691
-0.132 -0.291 -1.759
-0.484 -0.537 1.619
1.147 1.312 -1.836

---

Formula: C32H70GaIN9O3PSSi
Source: the OMol25 dataset
Level of theory: wB97M-V/def2-TZVPD

For the orbital gap, the calculation gives 0.2050 hartree. The LUMO energy comes out at 0.0003 hartree. The value obtained for the energy above the lowest of the compared OMol25 structures with the same formula, charge and spin is 3.535 eV. Its spin multiplicity is 1.

CARTESIAN COORDINATES (ANGSTROEM)
1 Ga -0.15620 -0.97221 0.88548
2 C 0.71817 0.23952 5.41529
3 N 0.10285 -1.05636 5.22485
4 C -0.74499 -1.47299 6.32898
5 C -0.19049 -1.44226 3.93171
6 N -0.18687 -0.64642 2.90673
7 N -0.44015 -2.77838 3.78813
8 C -0.74863 -3.45696 2.64169
9 N -1.06039 -4.78128 2.84975
10 N -0.68416 -2.92621 1.47339
11 H 1.20334 0.24485 6.39212
12 H 0.00518 1.07129 5.38049
13 H 1.48607 0.38586 4.65872
14 H -0.24251 -1.21452 7.26132
15 H -0.91425 -2.54858 6.32790
16 H -1.71983 -0.97026 6.30052
17 H -0.14300 0.33797 3.14538
18 H -0.32324 -3.34093 4.61865
19 H -1.40936 -5.05009 3.75645
20 H -1.49576 -5.27143 2.08589
21 H -0.90481 -3.55993 0.71607
22 C -2.41293 -3.39993 -1.42337
23 C -1.63356 -2.27671 -2.11483
24 C -2.50538 -1.02509 -2.22298
25 C -1.23040 -2.75147 -3.50782
26 O -0.50111 -1.94461 -1.29026
27 Si 1.12926 -2.11092 -1.53113
28 S 1.92445 -1.86783 0.40565
29 O 1.28815 -3.56580 -2.23805
30 C 2.05827 -4.71833 -1.96922
31 C 1.97882 -5.59307 -3.22427
32 C 3.50565 -4.33765 -1.67902
33 C 1.46202 -5.45518 -0.76767
34 O 1.86536 -0.93890 -2.33458
35 C 2.12494 -0.40299 -3.61753
36 C 2.38086 -1.51243 -4.63517
37 C 3.36809 0.48023 -3.46411
38 C 0.93982 0.47019 -4.02444
39 H -3.25506 -3.70984 -2.03772
40 H -2.79696 -3.04844 -0.46954
41 H -1.76050 -4.25849 -1.26498
42 H -3.47747 -1.27476 -2.64250
43 H -2.02392 -0.28084 -2.85072
44 H -2.63605 -0.59874 -1.23112
45 H -2.12550 -2.97051 -4.08609
46 H -0.61688 -3.64434 -3.45259
47 H -0.66703 -1.97716 -4.02024
48 H 2.37208 -5.05100 -4.07968
49 H 0.94703 -5.86056 -3.43811
50 H 2.55648 -6.50092 -3.08268
51 H 3.92114 -3.79446 -2.52242
52 H 4.09939 -5.22882 -1.49790
53 H 3.54243 -3.69371 -0.80624
54 H 0.43362 -5.74295 -0.97684
55 H 1.48100 -4.79796 0.09722
56 H 2.03872 -6.34879 -0.54818
57 H 3.27607 -2.06745 -4.36520
58 H 2.51617 -1.08198 -5.62469
59 H 1.54462 -2.20412 -4.65329
60 H 4.21492 -0.12117 -3.14693
61 H 3.17799 1.23362 -2.70493
62 H 3.60539 0.96910 -4.40500
63 H 0.04953 -0.13072 -4.18094
64 H 1.16105 1.01258 -4.94044
65 H 0.74303 1.16644 -3.21514
66 I -5.13939 -0.85219 1.22545
67 C -3.12287 -1.46950 1.83078
68 H -3.23326 -2.56424 1.94057
69 H -2.51419 -1.30266 0.91191
70 N -0.35735 0.66068 0.05036
71 P -0.30617 2.16125 0.46561
72 N -0.41989 3.08446 -0.94358
73 C -1.44054 2.67550 -1.89989
74 C -1.50719 3.63969 -3.08748
75 C -0.11462 4.05652 -3.55759
76 C 0.70133 4.67152 -2.40696
77 C -0.00641 4.46290 -1.06422
78 N -1.47722 2.62033 1.58793
79 C -1.77337 4.02817 1.79734
80 C -3.18232 4.37071 1.31987
81 C -4.21838 3.60574 2.16112
82 C -3.58805 2.34455 2.76066
83 C -2.63088 1.73729 1.74775
84 N 1.06417 2.92076 1.14913
85 C 1.24192 2.75366 2.58176
86 C 2.65305 3.13585 3.00870
87 C 3.66476 2.15680 2.40459
88 C 3.19600 1.68312 1.02188
89 C 2.28660 2.72433 0.38188
90 H -2.43516 2.62265 -1.42778
91 H -1.19287 1.66437 -2.23179
92 H -2.07618 4.53006 -2.80626
93 H -2.04582 3.15705 -3.90732
94 H -0.21229 4.76782 -4.38073
95 H 0.39987 3.17779 -3.94513
96 H 0.84387 5.74186 -2.56556
97 H 1.68764 4.20600 -2.36510
98 H -0.86438 5.14646 -0.99483
99 H 0.67843 4.69330 -0.24900
100 H -1.02191 4.61798 1.27238
101 H -1.69614 4.27397 2.86698
102 H -3.26682 4.09069 0.26819
103 H -3.35353 5.44664 1.39809
104 H -5.06831 3.31592 1.54091
105 H -4.60006 4.24255 2.96294
106 H -4.35382 1.61434 3.01422
107 H -3.04290 2.58728 3.67616
108 H -3.16357 1.58856 0.80146
109 H -2.28636 0.75186 2.08122
110 H 1.07171 1.70724 2.87193
111 H 0.50824 3.37681 3.09980
112 H 2.71634 3.12586 4.09981
113 H 2.86362 4.15398 2.67986
114 H 3.78194 1.29157 3.05973
115 H 4.63939 2.64449 2.33109
116 H 2.63206 0.74929 1.10522
117 H 4.05230 1.49300 0.37405
118 H 1.99402 2.39851 -0.61900
119 H 2.82039 3.68268 0.29709

Cartesian forces (eV/Å) of the 6 atoms listed first:
0.294 -0.083 0.263
0.138 0.169 -0.019
-0.076 -0.114 -0.427
-0.279 -0.087 0.095
0.104 0.922 -0.401
0.381 -0.343 0.514